This record from the Open Molecules 2025 dataset describes a structure of composition C10H36F2HgNO12S2. The level of theory is the ωB97M-V functional and the def2-TZVPD basis.

```
64
C10H36F2HgNO12S2 | the Open Molecules 2025 dataset | the ωB97M-V functional and the def2-TZVPD basis
Hg 0.2378 -2.5171 -3.5733
N -1.6102 -0.2239 -0.3628
S -1.3625 1.2015 0.1281
O -0.3480 1.3257 1.1975
O -2.4360 2.1790 0.0384
F -0.3992 1.6347 -1.0951
S -3.0298 -0.3871 0.6126
O -4.2081 -0.2198 -0.1482
O -3.0289 -0.0544 2.0280
F -2.9913 -1.9733 0.6710
C -8.4412 3.6266 2.0522
O -8.9218 4.5934 1.1820
H -9.2599 3.5251 2.7645
H -8.2306 2.6719 1.5701
H -7.5573 3.8453 2.6513
H -8.4114 4.7502 0.3841
C 1.8294 -3.3364 4.5811
O 1.5831 -4.4666 3.9016
H 1.3496 -2.5450 4.0052
H 1.4375 -3.2020 5.5893
H 2.9072 -3.1832 4.6353
H 1.5865 -5.1777 4.5465
O -2.8000 -5.1273 -3.7763
H -3.2869 -5.4112 -4.5500
H -3.1322 -5.6788 -3.0680
O -5.9952 5.0437 -3.0609
H -5.2703 4.4936 -2.7639
H -5.5741 5.8358 -3.3948
C 1.7556 8.0110 -1.1697
C 1.8830 8.5769 -2.6005
O 0.8077 9.4978 -2.7821
H 2.0997 6.9777 -1.2140
H 0.7453 7.9647 -0.7633
H 2.4178 8.4691 -0.4349
H 1.7112 7.8518 -3.3960
H 2.8787 9.0072 -2.7082
H 0.8658 10.0765 -2.0183
C 5.6403 2.0732 -3.6384
C 5.4049 0.7711 -2.7860
O 4.5800 -0.1033 -3.5393
H 6.0487 1.9144 -4.6365
H 6.2446 2.7966 -3.0911
H 4.6809 2.5891 -3.6766
H 4.9527 1.0803 -1.8437
H 6.3730 0.3913 -2.4596
H 5.1232 -0.4849 -4.2329
C -6.1821 -9.2956 0.3657
C -5.6990 -10.2216 -0.7902
O -4.8057 -9.4353 -1.5807
H -6.7953 -8.4647 0.0169
H -5.2760 -8.8576 0.7843
H -6.8598 -9.7089 1.1128
H -6.4758 -10.4345 -1.5246
H -5.2281 -11.1224 -0.3968
H -4.7057 -9.9952 -2.3541
C 7.4911 0.5286 3.6989
C 8.2356 -0.7100 3.9477
O 9.4476 -0.3097 4.4747
H 6.4531 0.3129 3.4455
H 7.8393 1.1410 2.8672
H 7.4468 1.1412 4.5994
H 8.4189 -1.3170 3.0611
H 7.7129 -1.3514 4.6572
H 10.1332 -0.5828 3.8608
```

Results
- LUMO level (eV) = -10.6
- F_max (eV/Å) = 10.0
- HOMO-LUMO gap (eV) = 1.241
- charge = +1
- multiplicity = 1
- M (u) = 665.1